Here is 12 unconnected molecules or ions with the total composition C39H111N15O12 at a distorted geometry from the OMol25 dataset. Energies are from ωB97M-V/def2-TZVPD.

```
177
Properties=species:S:1:pos:R:3:mulliken_charge:R:1
C -2.80776 1.74698 3.77441 0.530
O -2.43469 0.71412 3.22347 -0.602
N -2.08410 2.91369 3.72890 -0.087
N -3.96237 1.84847 4.50100 -0.379
H -1.35175 2.96217 3.01483 -0.300
H -2.42347 3.77690 4.10410 0.234
H -4.26708 2.76940 4.73789 0.136
H -4.58165 1.05824 4.45951 0.291
C -0.18908 4.28526 0.93034 0.050
O -0.33411 3.20433 1.49628 0.169
N 0.88925 4.60728 0.17384 -0.446
N -1.12436 5.28419 1.00794 -0.368
H 0.85716 5.39065 -0.44707 0.170
H 1.62873 3.92815 0.11354 0.242
H -1.93951 5.10928 1.56622 0.243
H -0.94651 6.19634 0.63870 0.151
C 3.77483 -0.30106 4.20319 0.531
O 4.50347 0.06685 3.26411 -0.859
N 2.45028 -0.41854 4.08790 0.679
N 4.28163 -0.63204 5.42978 -0.329
H 1.80942 -0.63628 4.84176 0.149
H 2.00696 -0.08304 3.22548 -0.028
H 5.25401 -0.86868 5.48656 0.242
H 3.60313 -0.84025 6.13904 0.097
C 4.45023 -2.90344 -1.00444 -1.646
C 4.14397 -2.41926 0.41275 2.351
C 4.66789 -3.33336 1.50231 -0.848
O 3.69350 -4.33470 1.76477 -0.146
C 4.18291 -5.30562 2.65743 -0.873
N 4.59442 -1.02982 0.51123 -0.530
H 3.96354 -3.88004 -1.10996 0.293
H 5.50847 -3.15570 -1.14426 0.467
H 4.17779 -2.22752 -1.81020 0.218
H 3.05211 -2.40682 0.51001 -1.239
H 4.86548 -2.75596 2.41454 0.307
H 5.61758 -3.80645 1.21527 0.359
H 5.20299 -5.62553 2.41521 0.325
H 3.53010 -6.17465 2.68427 0.211
H 4.25552 -4.87630 3.66582 0.311
H 5.61525 -1.11200 0.47583 0.361
H 4.49373 -0.61062 1.44226 0.213
C 2.60491 -0.86335 8.94254 -1.505
C 1.74655 0.26778 8.43907 1.434
C 0.52418 -0.31898 7.72749 -1.060
O 0.77701 -0.78986 6.43326 -0.527
C -0.45916 -1.02855 5.74837 -0.915
N 1.28500 1.10775 9.54807 -0.715
H 2.74061 -1.68823 8.23293 0.288
H 2.09259 -1.37532 9.76025 0.375
H 3.63160 -0.64266 9.24108 0.391
H 2.19410 0.93523 7.70353 -0.219
H -0.16406 0.54015 7.62040 0.311
H -0.07054 -0.96946 8.38129 0.339
H -0.31000 -1.60563 4.83780 0.069
H -0.85487 -0.06503 5.41165 0.339
H -1.13195 -1.54798 6.43030 0.538
H 2.02603 1.73393 9.82974 0.254
H 0.44736 1.63794 9.35456 0.245
C 0.10138 -1.98670 1.92409 -0.860
C 0.30948 -0.74772 1.05659 1.123
C -0.81605 -0.40343 0.11334 -0.423
O -0.98991 -1.42953 -0.85309 0.756
C -1.63491 -1.10551 -2.07102 1.274
N 0.72866 0.37816 1.90313 -0.319
H -0.03974 -2.83514 1.25891 -0.511
H -0.77808 -1.87826 2.56734 0.359
H 0.93363 -2.18889 2.59732 0.506
H 1.16805 -0.98305 0.41514 -0.886
H -0.60668 0.56579 -0.35724 0.224
H -1.77443 -0.28874 0.63556 -0.130
H -0.81359 -0.89696 -2.76196 -1.019
H -2.07637 -0.11008 -1.94469 -0.723
H -2.33313 -1.85175 -2.43274 0.475
H 0.14631 0.42416 2.73860 -0.146
H 0.49207 1.23121 1.40221 -0.062
C -3.03780 2.56039 -0.19310 0.638
C -4.48656 2.11441 0.02794 0.105
C -4.75335 0.75233 -0.63556 -0.653
O -4.47512 0.76873 -2.01664 -0.215
C -4.95780 -0.38440 -2.68076 -0.537
N -4.81209 2.10148 1.44634 -0.655
H -2.66303 2.16057 -1.13889 -0.703
H -2.39265 2.14918 0.58849 -0.600
H -2.88577 3.63644 -0.26876 0.475
H -5.11465 2.84945 -0.48143 0.330
H -5.76066 0.34437 -0.46402 0.413
H -4.18136 -0.00751 -0.07383 0.199
H -6.01471 -0.60928 -2.51495 0.524
H -4.37875 -1.28279 -2.45869 0.113
H -4.83362 -0.12727 -3.73325 0.004
H -5.72614 1.66168 1.51797 0.328
H -4.18121 1.53883 2.00767 0.222
C -2.63586 -5.82075 0.71893 -1.646
C -2.07823 -4.61357 0.00003 1.317
C -1.11418 -4.89232 -1.16183 -0.158
O 0.07614 -5.55709 -0.70563 -0.470
C 1.27959 -5.06127 -1.28258 -0.642
N -3.11017 -3.71157 -0.52274 -0.665
H -3.50522 -6.29103 0.25596 0.391
H -2.97374 -5.50842 1.71040 0.338
H -1.83772 -6.54252 0.90017 0.324
H -1.43373 -4.16317 0.75354 -0.261
H -0.77911 -3.94176 -1.57879 -0.127
H -1.58493 -5.52666 -1.92131 0.402
H 1.18171 -4.76123 -2.32869 0.312
H 2.03680 -5.82610 -1.13229 0.364
H 1.54296 -4.17371 -0.69504 0.211
H -2.67175 -2.81953 -0.74972 -0.020
H -3.43526 -4.08668 -1.40980 0.352
C 5.75059 1.00787 -4.00903 -1.347
C 4.56486 1.22410 -4.92420 0.729
C 3.16023 1.22152 -4.30758 -0.816
O 2.89244 0.08886 -3.53100 -0.380
C 1.66124 0.16188 -2.83275 0.133
N 4.64757 2.47593 -5.67401 -0.665
H 6.61213 0.86990 -4.66324 0.393
H 5.62841 0.11260 -3.40226 0.226
H 5.87387 1.87546 -3.35996 0.350
H 4.51665 0.38995 -5.64098 0.207
H 2.39168 1.26420 -5.09237 0.213
H 3.14469 2.13606 -3.69420 0.343
H 1.56671 1.07860 -2.24992 0.300
H 1.62628 -0.74729 -2.23535 -0.129
H 0.84931 0.06873 -3.56296 -0.050
H 5.48088 2.63317 -6.21858 0.232
H 3.83656 2.62591 -6.25596 0.196
C 1.61335 2.78626 4.61521 -0.628
C 2.69936 3.67960 5.19509 0.864
C 2.88211 4.94424 4.38102 -0.987
O 3.42970 4.55449 3.12795 -0.236
C 3.43873 5.60352 2.22215 -0.865
N 2.21679 4.10168 6.53742 -0.783
H 1.31975 1.95039 5.25852 -0.630
H 1.97801 2.33110 3.69433 0.237
H 0.67113 3.32171 4.47777 0.524
H 3.61031 3.07416 5.23274 0.395
H 3.62523 5.59555 4.85947 0.429
H 1.93155 5.47176 4.25926 0.327
H 2.47457 5.97141 1.83661 0.288
H 3.93823 5.38049 1.27523 0.302
H 3.93652 6.50708 2.59920 0.350
H 1.91427 3.24647 6.97776 0.162
H 2.97477 4.43016 7.13107 0.302
C -4.89444 -2.28606 -8.60376 -1.655
C -4.42551 -2.32898 -7.14781 0.693
C -2.90206 -2.38083 -7.01029 -0.728
O -2.54666 -2.36934 -5.63983 -0.115
C -1.15251 -2.61652 -5.50373 -0.605
N -5.12814 -1.32198 -6.32092 -0.596
H -4.76979 -3.23506 -9.12436 0.428
H -4.37635 -1.51574 -9.18377 0.319
H -5.95288 -2.02669 -8.64228 0.424
H -4.76744 -3.30802 -6.79509 0.298
H -2.43465 -1.51000 -7.48392 0.053
H -2.56925 -3.30914 -7.48614 0.582
H -0.81608 -2.66642 -4.47276 -0.039
H -0.64605 -1.84019 -6.08798 0.294
H -0.93592 -3.59884 -5.94024 0.398
H -5.10580 -0.43944 -6.82469 0.306
H -4.45306 -1.13438 -5.58067 -0.070
C -1.45210 2.64144 -3.92559 -1.134
C -2.55649 2.39013 -4.96163 0.712
C -2.39245 1.01526 -5.61700 0.074
O -3.31989 0.93882 -6.69688 -0.202
C -2.79454 1.38114 -7.93102 -0.905
N -3.84050 2.60718 -4.30962 -0.714
H -1.56747 3.55404 -3.34396 0.384
H -0.49208 2.61513 -4.44146 0.413
H -1.56341 1.84102 -3.18450 -0.233
H -2.45410 3.15154 -5.74092 0.416
H -2.62309 0.23108 -4.88999 -0.561
H -1.37046 0.75196 -5.91325 0.388
H -2.39328 2.39275 -7.78495 0.312
H -3.60991 1.57549 -8.62828 0.278
H -2.04061 0.70068 -8.33002 0.315
H -3.93847 2.04584 -3.46649 0.164
H -4.59900 2.34144 -4.93012 0.376
```

SMILES string	COC[C@H](C)N.COC[C@H](C)N.COC[C@H](C)N.COC[C@H](C)N.COC[C@H](C)N.COC[C@H](C)N.COC[C@H](C)N.COC[C@H](C)N.COC[C@H](C)N.NC(N)=O.NC(N)=O.NC(N)=O
F_max	0.0503	Eh/bohr
total charge	0
spin multiplicity	1

---

Here is a molecular structure, C10H12OS2 at a distorted geometry from the OMol25 dataset. Energies are from ωB97M-V/def2-TZVPD.

```
25
Properties=species:S:1:pos:R:3:mulliken_charge:R:1
C -4.57107 0.60816 -0.01920 -0.401
C -3.67599 1.53854 -0.52467 -0.554
C -4.11100 -0.61200 0.44741 -0.587
C -2.32192 1.26765 -0.55299 -0.396
C -2.76334 -0.89905 0.40069 -0.473
C -1.84660 0.03807 -0.09436 1.007
C 0.90284 0.89509 0.22511 -0.872
C -0.47258 -0.35656 -0.17934 0.095
C 2.89121 -0.72507 1.26725 -1.006
C 3.09257 -0.51645 -1.53544 -0.991
O 3.33732 1.58452 0.05172 -0.656
S 0.02974 -1.88259 -0.42393 -0.330
S 2.48561 0.42169 -0.06874 1.059
H -5.62713 0.83057 0.00349 0.378
H -4.04078 2.48050 -0.90595 0.377
H -4.80184 -1.34256 0.84221 0.382
H -1.63114 1.98797 -0.96191 0.299
H -2.39461 -1.85220 0.75042 0.323
H 0.67076 1.80233 -0.31257 0.241
H 2.33971 -1.64368 1.11006 0.321
H 3.96032 -0.89574 1.27703 0.420
H 2.57210 -0.25004 2.18920 0.332
H 4.14569 -0.70322 -1.37034 0.393
H 2.52129 -1.43037 -1.62229 0.319
H 2.95512 0.11732 -2.40282 0.319
```

F_max	0.1065	Eh/bohr
total charge	0
spin multiplicity	1

---

Here is a molecular structure, C27H23GaN4O2S at a distorted geometry from the OMol25 dataset. Energies are from ωB97M-V/def2-TZVPD.

```
58
Properties=species:S:1:pos:R:3:mulliken_charge:R:1
Ga 0.00000 0.00000 0.00000 1.564
C -12.52947 -4.48918 2.39939 -0.813
O -12.01348 -3.17741 2.58499 -0.433
C -10.70101 -2.97513 2.26199 0.774
C -10.24134 -1.67492 2.46687 -0.504
C -8.91661 -1.33339 2.17696 -0.499
C -8.01936 -2.28534 1.67435 0.428
C -8.49072 -3.59048 1.47099 -0.672
C -9.82032 -3.93260 1.76232 -0.707
C -6.63715 -1.88200 1.38497 0.325
N -6.13091 -0.67389 1.56199 -0.827
C -4.81307 -0.73650 1.16867 0.690
C -4.49669 -2.01494 0.73681 -0.053
N -5.66544 -2.71858 0.88277 -0.145
C -3.20738 -2.35327 0.27832 0.057
C -2.88764 -3.65018 -0.15943 -0.457
C -1.59583 -3.90741 -0.59664 -1.093
C -0.68340 -2.86767 -0.57899 0.135
N -0.96906 -1.61360 -0.16236 -0.469
C -2.21421 -1.34283 0.26502 -0.049
C -2.50758 -0.05926 0.69150 0.455
N -1.53731 0.87493 0.66413 -0.084
C -1.83672 2.12613 1.08362 0.546
C -3.08233 2.51660 1.54325 -1.106
C -4.09078 1.56458 1.57671 -0.374
C -3.80854 0.25765 1.14728 0.345
H -13.58032 -4.48158 2.70414 0.245
H -12.00452 -5.21292 3.03165 0.342
H -12.49035 -4.78308 1.34531 0.340
H -10.91712 -0.91715 2.85616 0.436
H -8.58589 -0.30979 2.34769 0.447
H -7.84509 -4.37275 1.08472 0.225
H -10.13338 -4.95655 1.58666 0.402
H -5.79199 -3.69229 0.65832 0.180
H -3.61974 -4.45018 -0.16439 0.444
H -1.30302 -4.89195 -0.94326 0.445
H 0.34100 -3.01535 -0.91051 0.432
H -1.01216 2.83227 1.03693 0.282
H -3.26133 3.53554 1.86635 0.471
H -5.08476 1.82739 1.93052 0.608
C 2.77209 1.19662 -0.23025 -1.186
S 1.17317 1.93619 0.19192 0.448
O 0.36719 2.00016 -1.07284 -0.585
C 1.77914 3.61386 0.48425 0.370
C 1.62302 4.61371 -0.48115 -0.325
C 2.09736 5.90424 -0.23976 -0.684
C 2.72446 6.20237 0.96913 -0.353
C 2.87537 5.21259 1.93944 -0.778
C 2.40221 3.92085 1.69954 -0.389
H 3.23029 1.74117 -1.05959 0.377
H 2.60387 0.15925 -0.52974 0.393
H 3.42964 1.21537 0.64208 0.419
H 1.12914 4.39297 -1.42541 0.435
H 1.97268 6.67654 -0.99469 0.409
H 3.09025 7.20891 1.15680 0.418
H 3.35739 5.44909 2.88480 0.396
H 2.51909 3.16268 2.46966 0.452
H 0.41943 -0.40300 1.50179 -0.148
```

F_max	0.1164	Eh/bohr
total charge	+2
spin multiplicity	1

---

Here is 2 unconnected molecules or ions with the total composition H2N2O3Si at a distorted geometry from the OMol25 dataset. Energies are from ωB97M-V/def2-TZVPD.

```
8
Properties=species:S:1:pos:R:3:mulliken_charge:R:1
N -2.98642 -1.01988 0.01149 0.420
N -3.44805 0.02938 0.04022 0.618
O -1.90139 -1.50213 -0.10952 -0.511
O -4.48462 0.62496 0.08823 -0.506
O -1.43151 1.27299 -0.22026 -0.427
Si -0.15146 0.56353 0.14122 0.541
H 1.14421 0.84026 -0.41194 -0.080
H 0.22418 -0.01793 1.55029 -0.055
```

SMILES string	O=[SiH2].O=NN=O
F_max	0.0824	Eh/bohr
total charge	0
spin multiplicity	1

---

Number 1: E -3276.67957 Ha, HOMO-LUMO gap 8.60 eV. Number 2: E -1259.69955 Ha, HOMO-LUMO gap 7.54 eV. Number 3: E -3734.58122 Ha, HOMO-LUMO gap 4.61 eV. Number 4: E -625.70180 Ha, HOMO-LUMO gap 8.78 eV.